[1]
C3H5N3OS | wB97M-V/def2-TZVPD

```
13
Properties=species:S:1:pos:R:3:forces:R:3:nbo_charge:R:1
C -0.543 -1.536 0.037 -0.2634 0.6763 -0.0547 -0.08
C -1.298 -0.396 -0.005 0.3679 -0.8453 0.0922 0.19
C -0.406 0.729 -0.028 0.2585 -0.1374 -0.0779 -0.01
H 2.114 1.517 -0.695 -0.0379 -0.1739 0.1462 0.38
H 2.047 1.352 0.934 0.0472 -0.0801 -0.1721 0.37
H 1.471 -1.665 -0.468 0.2076 -0.1684 -0.1429 0.40
H -0.817 -2.576 0.050 -0.0962 0.0000 0.0095 0.23
H -2.820 0.687 0.035 0.1240 -0.7499 0.0032 0.51
N 2.055 0.828 0.056 -0.0670 0.2351 0.0913 -0.63
N 0.836 0.187 -0.065 -0.3304 0.0104 -0.0074 -0.06
N 0.795 -1.185 0.101 -0.1449 0.3241 0.1039 -0.36
O -2.636 -0.287 0.031 -0.0495 0.9112 -0.0148 -0.66
S -0.799 2.344 0.017 -0.0158 -0.0022 0.0235 -0.29
```
Forces are in eV/Å.

* Kohn-Sham gap: 8.61 eV
* max |F|: 0.93 eV/A
* highest occupied orbital energy: -8.0 eV
* calculated total energy: -754.957578 a.u.
* relative energy (zero: lowest compared OMol25 entry of this formula, charge and spin): 2.217 eV
* SMILES string: Nn1[nH]cc(O)c1=S

=====

[2]
C2H2ClOP | wB97M-V/def2-TZVPD

```
7
Properties=species:S:1:pos:R:3:forces:R:3:nbo_charge:R:1
C 0.862 -0.646 -0.520 1.6469 -0.5403 0.2584 0.31
C -0.211 -0.743 0.434 -2.2103 0.6752 3.5368 -0.61
O 1.404 0.212 -1.191 -1.2655 -0.7262 0.5984 -0.48
P -0.948 -0.919 1.862 1.6452 0.1012 -3.4539 0.60
Cl -0.743 1.867 -0.436 4.9025 0.7057 -3.5995 -0.18
H 1.335 -1.630 -0.345 0.4979 -0.2230 -0.7641 0.14
H -1.699 1.859 0.196 -5.2166 0.0073 3.4239 0.21
```
Forces are in eV/Å.

* Kohn-Sham gap: 8.27 eV
* max |F|: 6.24 eV/A
* highest occupied orbital energy: -9.6 eV
* calculated total energy: -954.074031 a.u.
* relative energy (zero: lowest compared OMol25 entry of this formula, charge and spin): 1.998 eV
* SMILES string: O=CC#P.Cl